Molecular formula: C4H10NO
Method: DFT, ωB97M-V with the def2-TZVPD basis set

Last column: natural (NBO) charge in e.
Element x y z (Å)
1 C -1.9824 1.1967 0.0344  -0.406
2 N -0.6323 0.8573 0.3984  -0.703
3 C -0.4293 -0.6133 0.2059  -0.233
4 C 0.9987 -0.9256 0.6161  -0.455
5 C 1.8856 -0.3980 -0.5621  -0.004
6 O 1.7224 0.8995 -0.8899  -0.939
7 H -2.6726 0.4551 0.4451  0.165
8 H -2.1726 1.2892 -1.0544  0.141
9 H -2.2463 2.1715 0.4604  0.173
10 H 0.2002 1.1342 -0.2099  0.439
11 H -0.5625 -0.7026 -0.8832  0.164
12 H -1.1545 -1.1794 0.8034  0.155
13 H 1.3242 -0.4470 1.5487  0.189
14 H 1.2358 -1.9572 0.8482  0.172
15 H 2.9435 -0.7043 -0.3776  0.080
16 H 1.5422 -1.0759 -1.3836  0.062

Properties
E_HOMO	-2.67	eV
gap between HOMO and LUMO	7.01	eV
charge	-1
SMILES string	CNCCC[O-]
LUMO energy	4.341	eV

---

Molecular formula: C4H10NO
Method: DFT, ωB97M-V with the def2-TZVPD basis set

Last column: natural (NBO) charge in e.
Element x y z (Å)
1 C -0.3991 -1.4211 0.6978  -0.489
2 N 0.7950 -0.7304 0.0383  -0.471
3 C 1.3243 0.2119 1.0516  -0.420
4 C 0.3498 0.1257 -1.1096  -0.275
5 C -0.9709 1.0171 -0.9657  0.005
6 O -1.6050 1.1976 0.0826  -0.913
7 H -0.9879 -2.2986 0.0873  0.160
8 H -1.2122 -0.6700 0.7499  0.260
9 H -0.4236 -1.8976 1.7108  0.184
10 H 1.0751 -0.1217 2.0966  0.180
11 H 0.8907 1.3075 0.9545  0.201
12 H 2.3633 0.2909 1.0199  0.165
13 H 1.1525 0.8460 -1.2771  0.174
14 H 0.2687 -0.5815 -1.9767  0.172
15 H -1.7533 0.6510 -1.7872  0.005
16 H -0.8674 2.0731 -1.3731  0.065

Properties
E_HOMO	-1.88	eV
gap between HOMO and LUMO	6.21	eV
charge	-1
SMILES string	CN(C)CC[O-]
LUMO energy	4.334	eV

---

Molecular formula: C4H10NO
Method: DFT, ωB97M-V with the def2-TZVPD basis set

Last column: natural (NBO) charge in e.
Element x y z (Å)
1 C 1.2000 1.3580 -1.6954  -0.402
2 N 0.8878 0.4183 -0.6407  -0.670
3 C -0.3605 -0.3158 -0.8435  -0.232
4 C -0.4695 -1.3903 0.2227  -0.438
5 C -0.5182 -0.7492 1.6560  -0.021
6 O -0.7142 0.5907 1.6618  -0.970
7 H 1.7793 0.9005 -2.5038  0.159
8 H 0.3083 1.8354 -2.1424  0.146
9 H 1.8340 2.1371 -1.2856  0.182
10 H 0.7288 0.9216 0.2354  0.410
11 H -1.1876 0.3661 -0.6276  0.192
12 H -0.4281 -0.6881 -1.8685  0.155
13 H 0.4165 -2.0407 0.1291  0.171
14 H -1.2872 -2.0778 -0.0165  0.167
15 H 0.4271 -1.0775 2.1556  0.074
16 H -1.3134 -1.2795 2.2490  0.077

Properties
E_HOMO	-2.34	eV
gap between HOMO and LUMO	6.60	eV
charge	-1
SMILES string	CNCCC[O-]
LUMO energy	4.257	eV

---

Molecular formula: C4H10NO
Method: DFT, ωB97M-V with the def2-TZVPD basis set

Last column: natural (NBO) charge in e.
Element x y z (Å)
1 C 0.1507 1.2823 -1.4326  -0.647
2 C 0.7588 1.1540 0.0001  -0.429
3 C 0.0262 0.1790 0.9969  0.302
4 O -1.2128 0.4102 1.1132  -0.914
5 N 0.4221 -1.2470 0.7686  -0.697
6 C -0.7011 -1.9040 0.0870  -0.453
7 H -0.8578 0.8074 -1.3443  0.236
8 H 0.8115 0.7290 -2.1149  0.180
9 H 0.2232 2.3528 -1.7761  0.179
10 H 1.9638 1.0021 0.1077  0.158
11 H 0.4954 2.1644 0.3449  0.181
12 H 0.6029 0.3612 1.9608  0.021
13 H 0.4217 -1.4609 1.7632  0.331
14 H -0.6918 -2.9147 -0.3229  0.162
15 H -0.7773 -1.2124 -0.7685  0.188
16 H -1.6356 -1.7033 0.6168  0.202

Properties
E_HOMO	-2.59	eV
gap between HOMO and LUMO	7.04	eV
charge	-1
SMILES string	CC[C@@H]([O-])NC
LUMO energy	4.444	eV

---

Molecular formula: C4H10NO
Method: DFT, ωB97M-V with the def2-TZVPD basis set

Last column: natural (NBO) charge in e.
Element x y z (Å)
1 C -0.5395 -1.2877 0.9852  -0.662
2 C -0.5456 -0.4767 -0.3393  -0.021
3 N -2.0539 -0.0219 -0.7676  -0.882
4 C 0.3522 0.8139 -0.2716  -0.463
5 C 1.9112 0.5903 -0.0477  0.015
6 O 2.3478 -0.4920 0.5716  -0.941
7 H -1.5771 -1.8519 1.0171  0.189
8 H -0.7129 -0.5455 1.8884  0.186
9 H 0.4927 -1.8700 1.0112  0.293
10 H -0.2696 -1.1842 -1.1993  0.178
11 H -2.3320 0.7980 -0.0914  0.332
12 H -1.9248 0.3649 -1.6795  0.338
13 H -0.0104 1.3852 0.5793  0.166
14 H 0.2439 1.4564 -1.1325  0.174
15 H 2.1400 1.5409 0.5016  0.051
16 H 2.4780 0.7802 -1.0254  0.048

Properties
E_HOMO	-2.27	eV
gap between HOMO and LUMO	6.62	eV
charge	-1
SMILES string	C[C@@H](N)CC[O-]
LUMO energy	4.352	eV

---

Molecular formula: C4H10NO
Method: DFT, ωB97M-V with the def2-TZVPD basis set

Last column: natural (NBO) charge in e.
Element x y z (Å)
1 O -1.8772 -1.5527 -0.5208  -0.590
2 C -2.8914 -0.9584 -0.7953  0.348
3 H -3.0912 0.0416 -0.3946  0.132
4 H -3.6236 -1.3771 -1.4993  0.149
5 C 1.0974 2.2372 0.4505  -0.647
6 C 0.6117 0.8255 0.4710  -0.105
7 C 1.3341 -0.1824 0.0340  -0.104
8 N 0.8160 -1.5663 0.1050  -0.705
9 H 2.1246 2.2846 0.0944  0.230
10 H 0.4855 2.8211 -0.2422  0.245
11 H 1.0023 2.6812 1.4332  0.247
12 H -0.3731 0.6086 0.8691  0.212
13 H 2.3302 -0.1102 -0.3681  0.229
14 H -0.2042 -1.6111 -0.0978  0.479
15 H 1.2910 -2.1698 -0.5676  0.441
16 H 0.9678 -1.9720 1.0285  0.438

Properties
E_HOMO	-14.59	eV
gap between HOMO and LUMO	11.29	eV
charge	+1
LUMO energy	-3.305	eV

---

Molecular formula: C4H10NO
Method: DFT, ωB97M-V with the def2-TZVPD basis set

Last column: natural (NBO) charge in e.
Element x y z (Å)
1 C -2.1849 0.0329 0.1764  -0.227
2 C -0.8256 -0.2165 -0.3889  -0.056
3 C 0.2422 -0.7651 0.4389  -0.582
4 C 2.3822 -0.3922 -0.3284  0.100
5 N -1.2932 1.1645 -0.0943  -0.530
6 O 2.8216 0.7119 0.2701  -0.650
7 H -3.0654 -0.0469 -0.4441  0.247
8 H -2.3566 -0.1848 1.2218  0.248
9 H -0.7784 -0.4470 -1.4483  0.245
10 H 0.3172 -1.8374 0.3639  0.240
11 H 0.3052 -0.3993 1.4512  0.209
12 H 2.7943 -1.2923 0.0973  0.200
13 H 2.1776 -0.3813 -1.3893  0.175
14 H -1.5330 1.8033 -0.8490  0.446
15 H -0.8847 1.6354 0.7126  0.444
16 H 2.6610 1.5180 -0.2402  0.490

Properties
E_HOMO	-12.15	eV
gap between HOMO and LUMO	8.78	eV
charge	+1
LUMO energy	-3.376	eV

---

Molecular formula: C4H10NO
Method: DFT, ωB97M-V with the def2-TZVPD basis set

Last column: natural (NBO) charge in e.
Element x y z (Å)
1 C -1.5704 1.3716 -0.0657  -0.486
2 N -0.2476 0.8998 -0.0945  -0.421
3 C 0.2124 -0.2899 -0.0012  0.434
4 C -0.7194 -1.4065 0.0933  -0.720
5 C 1.6283 -0.4652 0.0669  -0.152
6 O 2.3208 0.7579 -0.0696  -0.690
7 H -2.0942 1.2804 -1.0368  0.246
8 H -2.3649 0.8943 0.6136  0.251
9 H -1.7014 2.4356 0.1127  0.260
10 H 0.3865 1.6477 -0.2350  0.448
11 H -1.7076 -1.4505 -0.2978  0.282
12 H -0.8587 -1.4917 1.2391  0.287
13 H -0.2004 -2.4343 -0.2344  0.275
14 H 1.7751 -1.0766 1.0788  0.242
15 H 2.0262 -1.2222 -0.7067  0.248
16 H 3.1152 0.5498 -0.4626  0.497

Properties
E_HOMO	-15.63	eV
gap between HOMO and LUMO	11.36	eV
charge	+1
SMILES string	C/[NH+]=C(\C)CO
LUMO energy	-4.267	eV

---

Molecular formula: C4H10NO
Method: DFT, ωB97M-V with the def2-TZVPD basis set

Last column: natural (NBO) charge in e.
Element x y z (Å)
1 C 0.4640 1.3811 -0.1775  -0.658
2 C 0.1290 -0.1284 0.0595  0.081
3 C 1.4121 -0.6995 0.5353  -0.620
4 N -0.6463 -0.6776 -1.0760  -0.571
5 C -1.2956 -0.4823 0.3131  0.287
6 O -2.3024 0.3544 0.4383  -0.629
7 H 1.3425 1.5162 -0.8599  0.257
8 H 0.9393 1.8863 0.7448  0.272
9 H -0.4590 1.8296 -0.6376  0.218
10 H 1.7246 -0.4839 1.5644  0.275
11 H 2.1531 -0.5566 -0.1295  0.237
12 H 1.2804 -1.8841 0.6359  0.218
13 H -0.4155 -1.6302 -1.3185  0.447
14 H -0.9098 0.0031 -1.8512  0.462
15 H -1.4494 -1.5280 0.8408  0.217
16 H -1.9667 1.1000 0.9180  0.506

Properties
E_HOMO	-16.24	eV
gap between HOMO and LUMO	13.03	eV
charge	+1
SMILES string	CC1(C)[NH2+][C@@H]1O
LUMO energy	-3.207	eV

---

Molecular formula: C4H10NO
Method: DFT, ωB97M-V with the def2-TZVPD basis set

Last column: Mulliken spin population.
Element x y z (Å)
1 C 0.5038 -0.6657 0.3456  0.045
2 C -0.5376 0.2962 -0.0174  0.781
3 C 0.2242 -1.9119 1.1345  0.011
4 C 0.0851 1.4812 -2.3616  0.926
5 N 0.4369 0.6392 1.0842  0.031
6 O -1.8201 0.1509 0.2895  0.120
7 H 1.3676 -0.7338 -0.3086  0.012
8 H -0.7595 -1.8767 1.5960  0.001
9 H 0.9864 -2.0575 1.8995  0.008
10 H 0.2545 -2.7672 0.4634  0.000
11 H -0.1261 0.5957 -2.9224  0.021
12 H 1.0995 1.7125 -2.1039  0.013
13 H -0.6479 2.2605 -2.3139  0.027
14 H 0.1152 0.5846 2.0531  0.008
15 H 1.1667 1.3358 0.9461  0.005
16 H -2.3487 0.9561 0.2160  -0.008

Properties
multiplicity	3
E_HOMO (alpha / beta)	-11.88 / -16.65	eV
gap between HOMO and LUMO (alpha / beta)	8.54 / 10.55	eV
<S²>	2.01
charge	+1
LUMO energy (alpha / beta)	-3.341 / -6.102	eV

---

Molecular formula: C4H10NO
Method: DFT, ωB97M-V with the def2-TZVPD basis set

Last column: Mulliken spin population.
Element x y z (Å)
1 C 1.7087 -0.7323 0.3505  0.005
2 C 2.0658 0.6845 0.1699  0.072
3 C -2.8180 -0.3640 0.5125  0.892
4 C -0.2180 0.2608 -0.9351  0.782
5 N 0.6418 0.2545 0.2159  -0.007
6 O 0.2146 -0.5676 -1.9186  0.135
7 H 1.8002 -1.4022 -0.4943  -0.004
8 H 1.8213 -1.2029 1.3165  0.002
9 H 2.4107 1.2657 1.0124  0.000
10 H 2.4146 1.0272 -0.7935  -0.002
11 H -3.3704 -0.6694 -0.3513  0.035
12 H -2.3585 -1.1207 1.1185  0.029
13 H -2.9159 0.6347 0.8782  0.034
14 H -0.6036 1.2362 -1.2002  0.028
15 H 0.1349 0.5104 1.0612  0.002
16 H -0.1624 -0.3323 -2.7757  -0.004

Properties
multiplicity	3
E_HOMO (alpha / beta)	-11.76 / -17.28	eV
gap between HOMO and LUMO (alpha / beta)	8.66 / 12.49	eV
<S²>	2.01
charge	+1
LUMO energy (alpha / beta)	-3.099 / -4.784	eV

---

Molecular formula: C4H10NO2
Method: DFT, ωB97M-V with the def2-TZVPD basis set

Last column: natural (NBO) charge in e.
Element x y z (Å)
1 C 0.9452 1.0996 -1.5443  -0.006
2 O 0.4701 0.2430 -0.6120  -0.990
3 C 1.9617 2.1043 -0.9747  -0.634
4 H 0.1328 1.6994 -2.0187  0.077
5 H 1.4813 0.5740 -2.3670  0.078
6 H 2.3276 2.8117 -1.7309  0.162
7 H 2.8112 1.5529 -0.5688  0.182
8 H 1.5366 2.6815 -0.1542  0.181
9 O -3.4684 -2.2110 0.5828  -0.589
10 C -2.2727 -2.2239 0.7812  0.453
11 C -1.4170 -1.0191 0.9911  -0.396
12 N -0.1360 -1.3437 1.6162  -0.869
13 H -1.7184 -3.1873 0.7883  0.089
14 H -1.1025 -0.6322 0.0026  0.329
15 H -1.9986 -0.2660 1.5111  0.178
16 H 0.5611 -0.8023 1.1061  0.423
17 H -0.1141 -1.0809 2.5913  0.331

Properties
E_HOMO	-3.06	eV
gap between HOMO and LUMO	7.09	eV
charge	-1
LUMO energy	4.029	eV

---

Molecular formula: C4H10NO2
Method: DFT, ωB97M-V with the def2-TZVPD basis set

Last column: natural (NBO) charge in e.
Element x y z (Å)
1 C 0.1528 1.8314 -0.5017  -0.629
2 C 0.1024 0.8364 0.6286  0.098
3 O -1.2609 0.9152 1.1900  -0.747
4 C 0.5125 -0.5945 0.2988  -0.137
5 N 1.2783 -0.6446 -0.9529  -0.871
6 C -0.7499 -1.5701 0.0251  -0.001
7 O -0.3424 -2.7362 -0.4744  -0.961
8 H 1.1867 2.0262 -0.7831  0.221
9 H -0.4324 1.4717 -1.3548  0.204
10 H -0.3870 2.7265 -0.1901  0.202
11 H 0.6913 1.1915 1.4754  0.140
12 H -1.2027 0.4266 2.0145  0.456
13 H 1.0433 -1.1436 1.0795  0.171
14 H 0.6025 -0.4861 -1.6999  0.337
15 H 1.4823 -1.6418 -1.0546  0.388
16 H -1.3136 -1.6610 0.9873  0.069
17 H -1.3629 -0.9476 -0.6878  0.062

Properties
E_HOMO	-2.42	eV
gap between HOMO and LUMO	6.30	eV
charge	-1
SMILES string	C[C@@H](O)[C@H](N)C[O-]
LUMO energy	3.875	eV

---

Molecular formula: C4H10NO2
Method: DFT, ωB97M-V with the def2-TZVPD basis set

Last column: natural (NBO) charge in e.
Element x y z (Å)
1 C -1.4482 0.6860 -2.1041  -0.017
2 O -0.8321 0.3620 -0.9185  -0.969
3 C -1.1460 -0.4549 -3.1077  -0.634
4 H -1.0825 1.6427 -2.5277  0.095
5 H -2.5446 0.7875 -1.9958  0.099
6 H -1.6035 -0.3976 -4.1109  0.159
7 H -1.4487 -1.3851 -2.6228  0.194
8 H -0.0718 -0.5453 -3.2832  0.186
9 C -0.3775 -0.5418 1.9930  -0.728
10 C 1.0420 -0.1494 1.7317  0.664
11 N 1.2115 0.5596 0.5974  -0.856
12 O 1.9938 -0.4273 2.4707  -0.719
13 H -0.9255 -0.7178 1.0668  0.276
14 H -0.8495 0.3233 2.4734  0.215
15 H -0.4244 -1.3593 2.7113  0.201
16 H 2.1682 0.8379 0.4661  0.362
17 H 0.4413 0.5499 -0.1718  0.469

Properties
E_HOMO	-3.59	eV
gap between HOMO and LUMO	7.84	eV
charge	-1
LUMO energy	4.250	eV

---

Table of energy above the lowest of the compared OMol25 structures with the same formula, charge and spin (kcal/mol), in record order: 17.37 65.08 13.82 30.25 32.52 28.49 85.40 30.70 50.29 16.53 10.12 61.38 68.28 27.42
Table of energy (a.u.), in record order: -288.3640 -288.2879 -288.3696 -288.3434 -288.3398 -288.1177 -288.0270 -288.1142 -288.0829 -287.9504 -287.9606 -363.6266 -363.6156 -363.6807